Arrangement A

{
  "formula": "C12H14NO2",
  "method": "the ωB97M-V functional and the def2-TZVPD basis",
  "species": ["C", "C", "C", "C", "C", "C", "C", "C", "C", "N", "H", "H", "H", "H", "H", "H", "H", "H", "H", "C", "C", "C", "O", "O", "H", "H", "H", "H", "H"],
  "coordinates": [[0.377, -0.195, -3.621], [0.602, -0.116, -2.154], [0.229, -1.032, -1.266], [1.220, 0.947, -1.389], [1.363, 0.425, -0.035], [1.981, 2.051, -1.666], [2.068, 1.099, 0.949], [2.749, 2.753, -0.748], [2.859, 2.152, 0.507], [0.736, -0.838, 0.015], [0.965, -1.023, -3.980], [0.728, 0.679, -4.194], [-0.380, -1.948, -1.100], [0.287, -1.198, 0.867], [2.107, 2.394, -2.734], [1.874, 0.693, 1.918], [3.285, 3.644, -1.039], [3.489, 2.651, 1.259], [-0.681, -0.215, -3.889], [-3.144, -0.499, 1.943], [-2.204, 0.268, 2.912], [-2.502, -1.840, 1.421], [-1.254, -1.928, 1.337], [-3.346, -2.679, 1.041], [-4.083, -0.873, 2.342], [-3.347, 0.101, 1.038], [-2.310, -0.255, 3.879], [-2.667, 1.244, 2.977], [-1.124, 0.213, 2.749]],
  "nbo_charge": [-0.62, -0.14, -0.01, -0.09, 0.18, -0.20, -0.27, -0.28, -0.22, -0.55, 0.21, 0.20, 0.25, 0.47, 0.19, 0.22, 0.21, 0.19, 0.22, -0.52, -0.62, 0.78, -0.84, -0.77, 0.21, 0.19, 0.19, 0.19, 0.22],
  "homo_energy_ha": -0.1665,
  "total_charge": -1
}



Arrangement B

{
  "formula": "C12H14NO2",
  "method": "the ωB97M-V functional and the def2-TZVPD basis",
  "species": ["C", "C", "C", "C", "C", "C", "C", "C", "C", "N", "H", "H", "H", "H", "H", "H", "H", "H", "H", "C", "C", "C", "O", "O", "H", "H", "H", "H", "H"],
  "coordinates": [[1.483, 1.684, -2.111], [-0.738, -1.336, -1.569], [-0.547, 0.054, -1.580], [0.715, 0.387, -2.148], [1.223, -0.790, -2.651], [-1.767, -1.967, -0.908], [-2.684, -1.161, -0.264], [-1.514, 0.850, -0.901], [-2.523, 0.227, -0.222], [0.320, -1.841, -2.333], [0.786, -2.691, -2.047], [-1.875, -3.031, -0.844], [1.993, -0.917, -3.395], [-3.589, -1.604, 0.112], [-1.379, 1.919, -0.961], [1.442, 2.060, -1.076], [1.139, 2.494, -2.746], [-3.034, 0.821, 0.547], [2.543, 1.433, -2.325], [0.666, 0.025, 2.273], [0.958, 1.470, 2.532], [0.590, -0.876, 3.567], [0.368, -0.275, 4.637], [0.969, -2.065, 3.416], [-0.338, -0.252, 1.910], [1.350, -0.335, 1.481], [0.706, 1.971, 3.461], [0.677, 2.123, 1.708], [2.060, 1.621, 2.437]],
  "nbo_charge": [-0.63, 0.21, -0.13, -0.06, -0.05, -0.26, -0.20, -0.17, -0.25, -0.57, 0.40, 0.21, 0.20, 0.21, 0.20, 0.23, 0.21, 0.22, 0.22, -0.54, -0.60, 0.77, -0.79, -0.80, 0.20, 0.19, 0.23, 0.17, 0.18],
  "homo_energy_ha": -0.1354,
  "total_charge": -1
}



From most stable to least stable, the computed energies give arrangement A, arrangement B.



Arrangement A

{
  "formula": "C3H5NO",
  "method": "the ωB97M-V functional and the def2-TZVPD basis",
  "species": ["C", "C", "C", "N", "O", "H", "H", "H", "H", "H"],
  "coordinates": [[-1.315, -0.754, -0.183], [0.584, 1.505, -0.077], [-0.112, -1.007, 0.301], [0.913, -0.074, 0.072], [2.098, -0.424, -0.066], [-2.120, -1.391, 0.066], [-1.386, 0.262, -0.656], [1.324, 1.977, -0.689], [-0.267, 1.875, 0.412], [0.282, -1.970, 0.821]],
  "nbo_charge": [-0.45, -0.16, -0.05, -0.01, -0.35, 0.22, 0.21, 0.19, 0.18, 0.23],
  "homo_energy_ha": [-0.2739, -0.3697],
  "spin_multiplicity": 3,
  "total_charge": 0
}



Arrangement B

{
  "formula": "C3H5NO",
  "method": "the ωB97M-V functional and the def2-TZVPD basis",
  "species": ["C", "C", "C", "N", "O", "H", "H", "H", "H", "H"],
  "coordinates": [[-2.217, -0.464, -2.263], [0.066, -1.876, -1.138], [2.283, 1.892, 3.227], [-0.914, -1.251, -1.599], [2.327, 3.010, 3.638], [-3.056, -0.760, -1.663], [-1.930, 0.569, -2.330], [0.731, -2.627, -1.512], [1.519, 1.165, 3.551], [3.005, 1.498, 2.493]],
  "nbo_charge": [-0.03, 0.09, 0.28, -0.55, -0.49, 0.17, 0.18, 0.14, 0.10, 0.10],
  "homo_energy_ha": [-0.2328, -0.3736],
  "spin_multiplicity": 3,
  "total_charge": 0
}



From most stable to least stable, the computed energies give arrangement A, arrangement B.



Arrangement A

{
  "formula": "C4H3I",
  "method": "the ωB97M-V functional and the def2-TZVPD basis",
  "species": ["I", "C", "C", "C", "C", "H", "H", "H"],
  "coordinates": [[0.818, -2.669, 1.871], [-0.036, -1.328, 0.521], [1.047, -0.625, -0.842], [0.240, 0.458, -0.777], [0.059, 0.082, 0.553], [-0.648, -1.883, -0.028], [0.018, 1.415, -1.309], [0.387, 0.445, 1.433]],
  "nbo_charge": [0.13, -0.32, 0.05, -0.35, -0.17, 0.21, 0.25, 0.21],
  "homo_energy_ha": -0.3406,
  "total_charge": 0,
  "smiles": "I[C@@H]1C2=C[C@H]21"
}



Arrangement B

{
  "formula": "C4H3I",
  "method": "the ωB97M-V functional and the def2-TZVPD basis",
  "species": ["C", "C", "C", "C", "I", "H", "H", "H"],
  "coordinates": [[-1.550, 0.512, 0.563], [0.530, -0.266, -0.618], [-0.352, 0.843, -0.290], [1.132, -1.292, -0.517], [-1.497, -0.736, 2.321], [-0.569, 1.346, -1.249], [0.414, 1.623, 0.292], [1.892, -2.029, -0.502]],
  "nbo_charge": [0.00, -0.03, -0.70, -0.22, 0.15, 0.26, 0.29, 0.24],
  "homo_energy_ha": [-0.3172, -0.3153],
  "total_charge": 0
}



From most stable to least stable, the computed energies give arrangement A, arrangement B.